Entry 1:
{
  "formula": "C10H16",
  "method": "the ωB97M-V functional and the def2-TZVPD basis",
  "species": ["C", "C", "C", "H", "H", "H", "H", "H", "H", "H", "H", "C", "C", "C", "C", "C", "C", "C", "H", "H", "H", "H", "H", "H", "H", "H"],
  "positions_angstrom": [[1.2520, -0.4252, 2.7522], [0.1559, 0.6775, 2.9541], [1.0466, -1.6238, 1.8141], [1.4438, -0.7538, 3.7639], [2.2037, 0.0799, 2.4277], [0.1593, 1.5398, 2.2471], [-0.8039, 0.2065, 3.0704], [1.6991, -2.6222, 2.2923], [0.4603, 1.0165, 3.9114], [1.6660, -1.3662, 0.8035], [0.1379, -1.9763, 1.6514], [0.8668, 1.8956, -2.2846], [-2.0132, -1.1704, -1.3390], [-0.6991, -1.4023, -1.8443], [-2.4141, 0.1393, -1.1149], [0.2759, -0.4791, -1.9593], [-1.5333, 1.1854, -1.5044], [-0.1692, 0.8825, -1.8377], [-2.7546, -2.0048, -1.3533], [-0.3484, -2.4077, -2.1985], [-3.3650, 0.3607, -0.8185], [1.2223, -0.7160, -2.4980], [-2.0058, 2.1513, -1.7149], [0.3609, 2.6746, -2.9977], [1.8295, 1.6441, -2.6506], [1.3269, 2.4943, -1.5726]],
  "forces_ev_per_angstrom": [[0.468, 0.885, -0.570], [1.149, -0.636, -0.985], [8.028, -0.301, -0.005], [0.117, -0.451, 0.203], [-0.829, -0.394, 0.408], [-0.141, -0.927, 0.297], [-0.603, 0.059, -0.204], [-1.795, 2.831, -1.358], [-0.211, 1.026, 0.957], [-1.975, -0.908, 2.091], [-4.223, -1.178, -0.871], [-2.585, 2.183, -1.753], [0.480, -0.561, -0.820], [-0.683, -3.082, 0.291], [3.367, -0.358, -1.625], [-0.744, 2.578, -0.786], [1.180, -0.987, -0.193], [0.490, -0.328, -0.320], [0.806, 0.773, 0.398], [-1.007, 0.621, 0.629], [-2.440, 0.548, 0.667], [-0.692, 0.292, 0.956], [0.714, -0.018, 0.549], [1.063, -1.416, 1.020], [0.361, -1.730, -1.484], [-0.294, 1.480, 2.508]],
  "smiles": "Cc1ccccc1.CCC",
  "spin_multiplicity": 1,
  "charge": 0,
  "gap_ha": 0.357
}

Entry 2:
{
  "formula": "C10H16",
  "method": "the ωB97M-V functional and the def2-TZVPD basis",
  "species": ["C", "C", "C", "C", "C", "C", "C", "H", "H", "H", "H", "H", "H", "H", "H", "C", "C", "C", "H", "H", "H", "H", "H", "H", "H", "H"],
  "positions_angstrom": [[2.6158, 0.0400, 2.5930], [-0.0155, -1.5296, 0.3124], [1.1368, -0.8918, 0.7653], [-0.9163, -2.0347, 1.2424], [1.4326, -0.7125, 2.1023], [-0.6436, -1.8870, 2.6105], [0.4594, -1.1624, 3.0071], [-0.1902, -1.6291, -0.7488], [1.8716, -0.5011, 0.0663], [-1.7485, -2.6126, 0.8622], [-1.3660, -2.1944, 3.3521], [2.6227, 0.2628, 3.6541], [2.6040, 1.0105, 2.0757], [0.5465, -0.9401, 4.0646], [3.5951, -0.3711, 2.3408], [-1.5122, 1.2417, -3.0252], [-0.0111, 1.2985, -3.2620], [-1.8731, 1.5642, -1.5686], [-1.9554, 2.0961, -3.5528], [-1.7941, 0.2415, -3.3373], [0.4478, 0.4329, -2.7670], [-1.8942, 2.6286, -1.3529], [-2.8895, 1.2424, -1.3310], [-1.2294, 0.9702, -0.9126], [0.2810, 1.2155, -4.3102], [0.4260, 2.2216, -2.8806]],
  "forces_ev_per_angstrom": [[0.618, 1.166, -0.714], [0.236, 0.116, 0.651], [0.704, 0.177, -0.619], [0.520, -0.426, -0.040], [-1.332, -0.516, 0.910], [-0.661, 0.526, -0.927], [0.411, -0.085, 0.337], [-0.045, -0.045, -0.058], [-0.181, -0.083, -0.242], [-0.236, 0.122, 0.287], [-0.012, -0.218, 0.018], [-0.259, -0.224, 0.176], [0.106, -0.014, 0.208], [0.295, -0.078, 0.021], [-0.173, -0.407, -0.039], [0.523, 1.451, 0.358], [0.431, -0.254, 0.166], [-0.386, -1.291, 0.041], [-0.313, -0.831, -0.750], [-0.838, 0.169, -0.131], [0.154, 0.292, 0.128], [0.632, 0.073, 0.044], [-0.085, -0.132, -0.158], [0.069, 0.506, 0.296], [-0.257, 0.053, -0.094], [0.080, -0.045, 0.128]],
  "smiles": "Cc1ccccc1.CCC",
  "spin_multiplicity": 1,
  "charge": 0,
  "gap_ha": 0.368
}